(1)
ORCA calculation (ωB97M-V/def2-TZVPD) on an isolated molecule of C5H8O2.

The geometry in ORCA input format:
```
! RIJCOSX wB97M-V def2-TZVPD def2/J DEFGRID3
* xyz 0 1
C -0.46 -1.71 0.65
C -0.58 -0.52 -0.29
O -1.23 -0.79 -1.51
C -0.96 0.82 0.33
O 1.97 2.29 0.01
C 0.38 0.59 -0.20
C 1.58 1.07 -0.44
H -1.45 -2.09 0.93
H 0.10 -1.44 1.57
H 0.04 -2.55 0.15
H -0.56 -0.97 -2.18
H -1.12 0.87 1.40
H -1.66 1.41 -0.25
H 1.61 2.45 0.89
H 2.35 0.58 -1.06
*
```

***

(2)
ORCA calculation (ωB97M-V/def2-TZVPD) on a cluster of 10 separate species, H20O10 in total in a non-equilibrium geometry.

The geometry in ORCA input format:
```
! RIJCOSX wB97M-V def2-TZVPD def2/J DEFGRID3
* xyz 0 1
H 0.71 -0.88 0.91
H -0.51 -0.18 0.33
H -0.73 -2.60 2.14
H -1.32 -1.22 2.41
H 2.29 2.07 -0.55
H 1.13 1.33 -1.20
H 4.59 0.96 -0.38
H 5.11 0.91 -1.81
H -1.44 2.68 -0.64
H -0.69 3.95 -0.99
H -3.34 -1.85 -2.30
H -3.49 -2.65 -1.02
H 1.78 -2.60 -1.34
H 0.27 -2.58 -1.46
H -2.02 2.38 1.10
H -2.32 1.19 1.99
H 4.96 -0.66 1.27
H 3.99 -1.12 2.35
H -4.87 1.78 -0.56
H -4.00 1.24 0.57
O 0.02 -0.98 0.24
O -1.50 -2.16 2.52
O 1.44 1.66 -0.35
O 4.30 0.89 -1.29
O -0.62 3.16 -0.45
O -3.26 -2.74 -1.95
O 1.04 -2.02 -1.57
O -1.61 1.78 1.74
O 4.18 -1.21 1.41
O -4.01 1.36 -0.39
*
```

***

Energy relative to the best compared isomer or geometry (same formula, charge and spin) (computed, kcal/mol): 54.7 102.2
Orbital gap (computed, eV): 9.797 9.676